Molecular formula: C4H8O2
Method: DFT, wB97M-V/def2-TZVPD

Geometry (Å):
O (0.436, -0.984, -0.292)
O (-0.694, -0.459, 2.198)
C (-0.314, 1.244, 0.466)
C (-0.003, 0.634, 1.817)
C (0.787, 0.289, 0.133)
C (-0.054, -1.035, -1.628)
H (-1.297, 1.000, 0.060)
H (-0.315, -2.079, -1.827)
H (0.711, -0.713, -2.348)
H (-0.078, 2.305, 0.362)
H (1.172, 0.410, 1.629)
H (-1.146, -0.882, 1.444)
H (-0.945, -0.404, -1.758)
H (1.739, 0.674, -0.257)

- SMILES = CO[C@H]1C[C@H]1O
- energy relative to the best compared isomer or geometry (same formula, charge and spin) (kJ/mol) = 479.64
- HOMO (hartree) = -0.2973
- electronic energy (Eh) = -307.5297
- total charge = 0
- Kohn-Sham gap (eV) = 8.977



Molecular formula: C9H14O
Method: DFT, wB97M-V/def2-TZVPD

Geometry (Å):
O (-2.537, 1.951, 1.808)
C (-1.531, -0.202, 1.749)
C (-0.679, -1.030, 1.046)
C (0.697, -0.924, -3.230)
C (-0.179, 1.672, 1.245)
C (1.720, -1.368, 0.154)
C (-1.410, 1.180, 1.692)
C (0.784, 0.818, 0.768)
C (1.990, -1.113, -4.028)
C (0.546, -0.558, 0.584)
H (-2.601, 2.475, 1.009)
H (-2.408, -0.646, 2.205)
H (2.473, -1.017, -0.555)
H (0.513, -1.800, -2.607)
H (0.564, -0.113, -2.505)
H (1.475, -2.176, -0.517)
H (2.068, -2.146, -4.351)
H (-0.104, 2.744, 1.400)
H (1.978, -0.396, -4.849)
H (2.187, -1.809, 1.032)
H (1.777, 1.155, 0.504)
H (-0.853, -2.071, 0.789)
H (2.893, -0.814, -3.498)
H (-0.096, -0.665, -3.932)

- SMILES = Cc1ccc(O)cc1.CC
- energy relative to the best compared isomer or geometry (same formula, charge and spin) (kJ/mol) = 136.00
- HOMO (hartree) = -0.3116
- electronic energy (Eh) = -426.5210
- total charge = 0
- Kohn-Sham gap (eV) = 9.307



Molecular formula: C4H7NO
Method: DFT, wB97M-V/def2-TZVPD

Geometry (Å):
O (-2.817, 0.241, 0.987)
N (0.626, -0.011, -0.182)
C (0.471, -0.967, -1.108)
C (-0.455, 0.117, 0.823)
C (-1.860, 0.077, 0.268)
C (1.662, 0.808, -0.026)
H (1.203, -1.080, -1.903)
H (1.573, 1.649, 0.644)
H (-0.361, -0.705, 1.537)
H (-1.930, -0.119, -0.813)
H (-0.356, 1.064, 1.361)
H (2.523, 0.648, -0.659)
H (-0.278, -1.722, -0.929)

- energy relative to the best compared isomer or geometry (same formula, charge and spin) (kJ/mol) = 349.34
- HOMO (hartree) = -0.2598
- electronic energy (Eh) = -286.4986
- total charge = 0
- Kohn-Sham gap (eV) = 7.795



Molecular formula: C19H31N6O
Method: DFT, wB97M-V/def2-TZVPD

Geometry (Å):
O (-3.357, 1.744, -0.698)
N (2.309, 0.727, 0.339)
N (-3.280, -0.745, 2.592)
N (-0.139, -0.381, -0.611)
N (-1.326, -1.258, 1.912)
N (-2.136, -1.131, 2.952)
N (-3.273, -0.594, 1.267)
C (-2.024, -0.926, 0.848)
C (1.351, 1.561, -0.341)
C (-1.712, -3.471, -0.290)
C (-2.870, -2.331, -2.191)
C (-0.047, 1.002, -0.080)
C (5.770, 0.321, 1.216)
C (-1.542, -0.913, -0.561)
C (0.897, -1.217, 0.051)
C (5.608, 0.179, -0.295)
C (-4.308, 3.595, 0.099)
C (2.271, -0.606, -0.211)
C (3.622, 1.319, 0.567)
C (-1.651, -2.297, -1.267)
C (4.593, 1.268, -0.635)
C (-4.859, 2.479, 0.779)
C (4.357, 0.615, 1.726)
C (-4.421, -0.077, 0.558)
C (-3.406, 3.092, -0.781)
C (-4.258, 1.377, 0.256)
H (-3.795, -2.307, -1.621)
H (-0.216, 0.963, 0.997)
H (-4.556, 4.624, 0.250)
H (2.472, -0.625, -1.301)
H (4.375, 1.240, 2.616)
H (5.218, -0.809, -0.546)
H (-2.864, -3.254, -2.763)
H (3.024, -1.222, 0.279)
H (0.856, -2.229, -0.349)
H (3.840, -0.307, 1.991)
H (-2.663, -3.485, 0.237)
H (1.401, 2.574, 0.060)
H (5.106, 2.226, -0.720)
H (-5.280, -0.211, 1.216)
H (-2.152, -0.192, -1.118)
H (-2.765, 3.561, -1.500)
H (-0.918, -3.435, 0.451)
H (0.120, -0.335, -1.605)
H (6.198, -0.568, 1.676)
H (1.524, 1.621, -1.434)
H (-4.566, -0.651, -0.362)
H (4.077, 1.086, -1.577)
H (0.674, -1.238, 1.120)
H (-5.605, 2.498, 1.546)
H (6.547, 0.315, -0.827)
H (-2.866, -1.500, -2.893)
H (3.422, 2.358, 0.837)
H (-0.810, 1.623, -0.552)
H (-1.627, -4.404, -0.840)
H (-0.764, -2.412, -1.899)
H (6.426, 1.164, 1.432)

- SMILES = CC(C)[C@@H](c1nnnn1Cc1ccco1)[NH+]1CCN(C2CCCC2)CC1
- energy relative to the best compared isomer or geometry (same formula, charge and spin) (kJ/mol) = 52.69
- HOMO (hartree) = -0.4342
- electronic energy (Eh) = -1146.0854
- total charge = +1
- Kohn-Sham gap (eV) = 9.242



Molecular formula: C5H10O2
Method: DFT, wB97M-V/def2-TZVPD

Geometry (Å):
O (0.508, 0.573, -1.565)
O (0.818, -1.853, -0.221)
C (0.376, 1.020, -0.213)
C (-0.559, 0.101, 0.576)
C (1.559, 0.399, 0.556)
C (-1.869, -0.148, -0.143)
C (0.660, -0.864, 0.766)
H (-0.757, 0.566, 1.550)
H (-0.363, 0.646, -1.979)
H (2.484, 0.252, -0.012)
H (0.076, 2.087, -0.201)
H (-1.766, -0.856, -0.973)
H (0.729, -1.367, 1.738)
H (1.766, 0.920, 1.499)
H (0.873, -1.384, -1.071)
H (-2.690, -0.477, 0.501)
H (-2.153, 0.844, -0.556)

- SMILES = C[C@@H]1[C@H](O)C[C@@H]1O
- energy relative to the best compared isomer or geometry (same formula, charge and spin) (kJ/mol) = 193.40
- HOMO (hartree) = -0.3579
- electronic energy (Eh) = -346.9518
- total charge = 0
- Kohn-Sham gap (eV) = 10.543



Molecular formula: H24O12Xe
Method: DFT, wB97M-V/def2-TZVPD

Geometry (Å):
Xe (-0.267, 0.068, -0.483)
O (2.481, -0.070, -3.340)
O (-2.171, -1.233, -3.792)
O (1.233, -2.416, 2.581)
O (0.064, 1.755, 3.579)
O (-2.133, -3.407, -1.238)
O (1.020, 3.381, 1.493)
O (3.448, -0.999, 0.911)
O (-0.826, 3.665, -0.346)
O (-2.146, 0.871, 2.191)
O (0.612, -2.213, -3.444)
O (-3.652, -1.256, 1.201)
O (3.004, 1.768, 0.248)
H (0.775, -1.800, 3.153)
H (-0.433, 2.343, 4.148)
H (2.337, 0.658, -3.945)
H (3.263, 2.332, -0.481)
H (-2.397, -4.005, -1.937)
H (-3.402, -2.092, 1.595)
H (-2.746, 1.198, 2.860)
H (1.701, 2.888, 1.035)
H (-1.584, -1.146, -3.041)
H (4.198, -1.041, 1.505)
H (1.781, -0.691, -3.540)
H (3.346, -0.067, 0.720)
H (-2.542, 0.052, 1.892)
H (-0.600, 1.327, 3.038)
H (-0.198, 3.355, 0.307)
H (-2.843, -2.767, -1.188)
H (1.715, -1.862, 1.968)
H (-2.388, -0.332, -4.032)
H (-3.709, -1.439, 0.264)
H (0.593, 2.735, 2.055)
H (0.275, -2.781, -2.751)
H (0.110, -2.458, -4.221)
H (-1.632, 3.816, 0.149)
H (3.713, 1.859, 0.885)

- energy relative to the best compared isomer or geometry (same formula, charge and spin) (kJ/mol) = 91.71
- HOMO (hartree) = -0.3719
- electronic energy (Eh) = -1246.6220
- total charge = 0
- Kohn-Sham gap (eV) = 10.030



Molecular formula: C5H8NO
Method: DFT, wB97M-V/def2-TZVPD

Geometry (Å):
O (-2.580, 1.118, -0.909)
N (-2.339, 0.857, 0.238)
C (-0.438, -0.150, -1.667)
C (-1.236, 0.058, 0.640)
C (-1.194, -0.276, 1.975)
C (-0.106, -0.044, -0.289)
C (1.205, 0.426, 0.326)
H (1.463, -0.467, 0.836)
H (1.862, 0.822, -0.503)
H (0.283, 0.269, -2.354)
H (-0.289, -0.505, 2.430)
H (0.869, 1.184, 0.888)
H (-0.841, -1.073, -2.001)
H (-2.022, -0.366, 2.628)
H (-1.599, 0.240, -1.859)

- energy relative to the best compared isomer or geometry (same formula, charge and spin) (kJ/mol) = 539.67
- HOMO (spin up / spin down) (hartree) = -0.5239 / -0.5239
- electronic energy (Eh) = -324.8334
- total charge = +1
- Kohn-Sham gap (spin up / spin down) (eV) = 7.630 / 7.631



Molecular formula: C42H38ClIN5O4S2Ti
Method: DFT, wB97M-V/def2-TZVPD

Geometry (Å):
I (-4.052, 1.704, 2.789)
Ti (-0.095, -0.154, 0.149)
Cl (-6.312, 2.528, -2.368)
S (4.486, -0.283, 0.067)
S (0.562, 2.090, 2.642)
O (0.450, -1.698, 1.612)
O (3.083, -0.581, 0.545)
O (0.874, 0.888, 1.774)
O (-1.689, 0.785, 0.794)
N (0.908, 1.348, -1.023)
N (-1.602, 0.505, -1.802)
N (0.637, -1.198, -1.467)
N (2.125, -3.095, 1.081)
N (-1.507, -1.869, -0.153)
C (5.325, 0.086, -2.433)
C (3.609, 2.030, -4.224)
C (1.399, 3.641, -1.789)
C (5.020, 1.077, 1.141)
C (-1.537, -4.103, -0.973)
C (-1.859, 0.622, 6.166)
C (-3.066, -3.422, 0.741)
C (0.127, -2.387, -1.831)
C (4.381, 0.498, -1.545)
C (1.648, -0.573, -2.134)
C (-1.357, -0.296, 5.256)
C (0.639, -3.102, -2.876)
C (-1.033, -2.816, -0.974)
C (1.756, -2.534, -3.543)
C (-4.957, 1.984, -1.426)
C (2.256, -1.315, -3.194)
C (3.304, 1.534, 3.019)
C (3.246, 1.446, -1.761)
C (1.102, -2.726, 1.847)
C (-3.806, 1.473, -2.085)
C (-0.593, 0.127, 4.176)
C (-2.736, 1.047, -1.285)
C (-0.348, 1.481, 4.035)
C (2.437, 3.595, -2.642)
C (-2.500, 0.819, -3.990)
C (-3.652, 1.347, -3.485)
C (3.477, 2.526, -2.818)
C (-5.011, 2.044, -0.067)
C (5.422, 0.372, -3.819)
C (-2.578, -4.404, -0.103)
C (-1.609, 1.980, 6.002)
C (-2.765, 1.147, 0.141)
C (0.726, -3.587, 3.015)
C (-3.917, 1.619, 0.726)
C (3.897, 1.972, 1.683)
C (4.542, 1.132, -4.631)
C (-2.493, -2.159, 0.691)
C (2.171, 2.476, 3.429)
C (0.770, 2.633, -0.942)
C (-1.488, 0.400, -3.099)
C (-0.858, 2.418, 4.923)
C (1.904, 0.767, -1.782)
H (-0.565, -0.030, -3.476)
H (2.986, 2.490, -4.983)
H (0.987, -3.054, 3.931)
H (-2.014, 2.697, 6.704)
H (4.300, 2.983, 1.786)
H (1.989, 2.471, 4.502)
H (-2.817, -1.348, 1.333)
H (-4.452, 1.669, -4.138)
H (5.546, 0.586, 1.964)
H (2.196, -3.068, -4.376)
H (5.765, 1.636, 0.573)
H (-5.901, 2.426, 0.414)
H (6.212, -0.154, -4.341)
H (-0.215, -0.568, 3.438)
H (2.946, 0.507, 2.942)
H (3.062, -0.869, -3.756)
H (-2.994, -5.403, -0.086)
H (-3.872, -3.615, 1.435)
H (2.625, 4.507, -3.201)
H (2.681, -3.891, 1.338)
H (2.537, -2.364, 0.506)
H (-2.351, 0.711, -5.055)
H (-0.353, -3.737, 3.010)
H (-1.129, -4.854, -1.634)
H (4.641, 0.974, -5.700)
H (-0.022, 2.981, -0.287)
H (-2.456, 0.283, 7.003)
H (1.230, -4.551, 3.013)
H (4.059, 1.571, 3.808)
H (2.394, 3.499, 3.121)
H (3.072, 2.029, 0.976)
H (6.068, -0.616, -2.062)
H (4.446, 3.007, -2.596)
H (-1.569, -1.351, 5.383)
H (3.200, 2.032, -0.838)
H (-0.692, 3.479, 4.769)
H (0.216, -4.043, -3.192)
H (0.879, 4.593, -1.743)

- energy relative to the best compared isomer or geometry (same formula, charge and spin) (kJ/mol) = 195.69
- <S²> = 2.0511
- HOMO (spin up / spin down) (hartree) = -0.3169 / -0.3198
- electronic energy (Eh) = -4601.6517
- multiplicity = 3
- total charge = +1
- Kohn-Sham gap (spin up / spin down) (eV) = 6.138 / 5.350